C6H12O in the gas phase in a non-equilibrium geometry, computed with ωB97M-V/def2-TZVPD.

Geometry (Å):
O -0.2850 -0.5182 0.9430
C -2.3507 0.0229 -0.0080
C -1.2688 -1.0314 0.0583
C 2.6314 -0.2979 0.3914
C 1.4624 -0.1722 -0.6282
C 0.1903 0.5157 0.0928
C -1.4261 1.2386 -0.1730
H -0.7698 -0.8313 -0.9225
H 3.5084 -0.7960 -0.0522
H 0.6294 1.3364 0.6368
H 2.9774 0.6825 0.7376
H -1.4732 1.8617 0.7280
H -1.5671 -2.0421 0.3573
H -2.9441 0.0361 0.9115
H -3.0267 -0.1701 -0.8514
H 1.2510 -1.1977 -0.9733
H -1.7290 1.8747 -1.0229
H 1.8369 0.3738 -1.4991
H 2.3532 -0.8855 1.2738

Cartesian forces (eV/Å) of the 6 atoms listed first:
O -0.03 0.19 0.13
C 0.12 -0.11 0.10
C -0.06 -0.16 -0.32
C -0.19 0.15 -0.01
C -0.38 0.35 -0.15
C -0.17 0.82 0.45

## Properties
Calculated total energy in hartree: -310.96083
SMILES string: CC[C@H]1CCCO1
Relative energy (zero: lowest compared OMol25 entry of this formula, charge and spin) in kcal/mol: 61.8
Frontier orbital gap in Ha: 0.3992

Okay, here come the Mulliken numbers, in e, for every atom:
1 O -0.4181
2 C -0.5146
3 C -0.5471
4 C -1.1838
5 C -0.3315
6 C -0.2994
7 C -0.6609
8 H 0.3480
9 H 0.3658
10 H 0.4369
11 H 0.3180
12 H 0.3045
13 H 0.3672
14 H 0.2882
15 H 0.2873
16 H 0.2629
17 H 0.3587
18 H 0.3320
19 H 0.2860